Here is the molecule C27H28N4O5 from OMol25. Energies are from ωB97M-V/def2-TZVPD.

Each line ends with the Mulliken charge.
Positions of all 64 atoms, in Å:
O -1.00 -1.58 -1.63  -0.69
C -0.98 -2.22 -0.60  0.68
C -2.10 -2.10 0.45  -1.28
N -1.77 -1.11 1.47  0.58
C -0.88 -1.48 2.43  0.65
O -0.47 -2.62 2.50  -0.77
C -0.35 -0.41 3.37  -0.54
C 1.09 -0.08 2.94  -1.15
C 1.09 0.47 1.52  0.32
O 1.50 -0.16 0.57  -0.45
N 0.57 1.72 1.43  0.12
C 0.41 2.51 0.29  0.35
C 0.53 2.03 -1.01  -0.19
C 0.35 2.93 -2.05  -0.66
C 0.06 4.26 -1.76  -0.26
C -0.05 4.62 -0.43  -0.69
N 0.11 3.78 0.58  -0.65
C -2.40 0.15 1.35  -0.79
C -3.13 0.68 2.41  -0.49
C -3.80 1.88 2.26  -1.03
C -3.76 2.56 1.05  0.46
C -3.02 2.04 -0.01  -0.42
C -2.35 0.83 0.14  0.80
O -2.93 2.67 -1.22  -0.44
C -3.39 4.01 -1.19  -0.32
C -4.70 4.10 -0.41  -0.53
O -4.49 3.72 0.94  -0.49
N -0.04 -3.12 -0.27  -0.03
C 1.13 -3.36 -1.08  -0.80
C 2.41 -3.14 -0.28  0.02
C 3.61 -3.31 -1.17  -0.06
C 4.23 -4.54 -1.31  -0.37
C 5.31 -4.70 -2.16  -0.59
C 5.79 -3.61 -2.88  -0.41
C 5.18 -2.38 -2.74  -0.66
C 4.10 -2.23 -1.89  -0.12
H -3.02 -1.78 -0.05  0.46
H -2.25 -3.06 0.95  0.52
H -0.96 0.49 3.36  0.41
H -0.33 -0.82 4.38  0.44
H 1.52 0.65 3.62  0.40
H 1.68 -0.99 2.95  0.42
H 0.34 2.22 2.28  0.31
H 0.76 1.00 -1.20  0.51
H 0.42 2.59 -3.07  0.44
H -0.08 4.98 -2.54  0.44
H -0.28 5.64 -0.14  0.46
H -3.21 0.13 3.34  0.58
H -4.38 2.29 3.07  0.45
H -1.81 0.42 -0.70  0.61
H -3.52 4.31 -2.23  0.34
H -2.64 4.65 -0.71  0.09
H -5.07 5.12 -0.38  0.38
H -5.45 3.44 -0.87  0.30
H -0.04 -3.47 0.68  0.34
H 1.10 -4.39 -1.46  0.28
H 1.09 -2.68 -1.93  0.43
H 2.39 -2.13 0.13  -0.21
H 2.45 -3.86 0.55  0.52
H 3.86 -5.39 -0.76  0.37
H 5.78 -5.66 -2.27  0.37
H 6.63 -3.73 -3.54  0.37
H 5.55 -1.53 -3.30  0.39
H 3.62 -1.26 -1.78  0.44

The HOMO-LUMO gap comes out at 8.931 eV. The relative energy (zero: lowest compared OMol25 entry of this formula, charge and spin) is 137.7 kJ/mol. The total energy is -44653.225 eV. The molar mass comes out at 488.5 u. Its SMILES is O=C(CN(C(=O)CCC(=O)Nc1ccccn1)c1ccc2c(c1)OCCO2)NCCc1ccccc1. The HOMO energy comes out at -8.3 eV. As for the LUMO energy: 0.6 eV.

=====

Here is the molecule C27H28N4O5 from OMol25. Energies are from ωB97M-V/def2-TZVPD.

Each line ends with the Mulliken charge.
Positions of all 64 atoms, in Å:
C 6.36 0.49 -1.81  -0.92
O 5.05 0.01 -1.37  -0.45
C 4.00 0.86 -1.57  0.36
C 4.15 2.18 -2.09  -0.72
C 3.05 3.03 -2.21  -1.37
C 1.80 2.55 -1.80  -0.71
C 1.64 1.26 -1.22  0.58
C 2.72 0.39 -1.14  0.46
C 0.25 1.10 -0.85  0.00
C -0.26 0.02 0.11  1.10
C -1.78 -0.11 -0.14  0.09
C -2.62 0.85 0.36  -1.28
N -3.93 0.44 0.30  0.22
C -5.05 1.18 0.83  -0.98
C -3.98 -0.79 -0.33  -0.09
C -5.11 -1.52 -0.66  -1.15
C -4.94 -2.67 -1.42  -0.94
C -3.65 -3.06 -1.84  0.29
O -3.60 -4.16 -2.64  -0.48
C -2.32 -4.64 -3.15  -0.74
C -2.48 -2.33 -1.43  0.69
C -2.64 -1.17 -0.67  0.00
C 0.14 0.21 1.66  1.04
C -0.53 -0.63 2.72  -0.05
O -1.76 -0.62 2.86  -0.60
N 0.21 -1.36 3.65  0.00
C -0.51 -2.23 4.56  -1.12
C 1.60 -1.25 3.85  0.80
O 2.21 -1.90 4.70  -0.65
N 2.21 -0.30 3.02  0.05
C 3.61 -0.01 3.28  -1.04
C 1.56 0.52 2.11  -0.13
O 2.12 1.55 1.73  -0.62
C -0.37 2.26 -1.29  -0.90
N 0.55 3.14 -1.82  0.13
C 0.25 4.48 -2.30  -0.98
H 7.03 -0.35 -1.62  0.26
H 6.36 0.74 -2.90  0.35
H 6.67 1.38 -1.23  0.35
H 5.13 2.52 -2.42  0.39
H 3.14 4.03 -2.60  0.24
H 2.62 -0.61 -0.73  0.48
H 0.30 -0.94 -0.08  0.56
H -2.34 1.78 0.81  0.70
H -5.97 0.64 0.61  0.30
H -4.95 1.30 1.92  0.30
H -5.08 2.18 0.38  0.32
H -6.09 -1.21 -0.36  0.28
H -5.76 -3.27 -1.77  0.44
H -2.59 -5.55 -3.70  0.23
H -1.87 -3.89 -3.83  0.31
H -1.63 -4.87 -2.32  0.29
H -1.46 -2.65 -1.72  0.49
H -0.37 1.18 1.67  0.10
H 0.21 -2.81 5.12  0.39
H -1.12 -1.66 5.25  0.31
H -1.14 -2.90 3.98  0.33
H 3.98 -0.75 3.97  0.39
H 4.16 -0.08 2.35  0.27
H 3.74 0.99 3.70  0.32
H -1.41 2.55 -1.22  0.78
H 1.18 4.98 -2.60  0.29
H -0.43 4.42 -3.17  0.32
H -0.25 5.07 -1.52  0.32

The HOMO-LUMO gap comes out at 7.662 eV. The relative energy (zero: lowest compared OMol25 entry of this formula, charge and spin) is 356.5 kJ/mol. The total energy is -44650.957 eV. The molar mass comes out at 488.5 u. Its SMILES is COc1ccc2c(c1)c(C(c1cn(C)c3ccc(OC)cc13)C1C(=O)N(C)C(=O)N(C)C1=O)cn2C. The HOMO energy comes out at -7.3 eV. As for the LUMO energy: 0.4 eV.

=====

Here is a structure of composition C27H28N5O4STi from OMol25. Energies are from ωB97M-V/def2-TZVPD.

Each line ends with the Mulliken charge.
Positions of all 66 atoms, in Å:
Ti -0.44 -0.02 0.44  0.42
C 2.86 2.15 -0.16  -1.49
C 2.25 0.77 -0.17  1.45
C 3.12 -0.31 -0.77  -1.34
O 0.91 0.80 -0.87  -0.43
C 1.68 0.39 1.21  0.29
O 1.59 1.14 2.14  -0.43
O 0.98 -0.75 1.13  -0.27
H 3.23 2.43 -1.14  0.44
H 3.70 2.18 0.54  0.40
H 2.13 2.89 0.17  0.36
H 3.38 -0.07 -1.81  0.43
H 2.64 -1.28 -0.73  0.28
H 4.05 -0.37 -0.21  0.44
H 1.06 1.01 -1.80  0.38
O -1.77 1.17 0.15  -0.38
S -3.14 0.63 0.76  0.41
C -3.95 1.94 1.58  1.01
C -5.33 1.92 1.37  -0.38
C -6.12 2.86 2.00  -0.83
C -5.52 3.81 2.83  -0.45
C -4.14 3.83 3.01  -0.81
C -3.33 2.90 2.39  -0.22
C -2.29 -0.36 2.03  0.93
C -1.22 0.24 2.74  -0.29
C -0.58 -0.48 3.74  -0.58
C -1.00 -1.78 4.04  -0.67
C -2.03 -2.37 3.32  -0.70
C -2.68 -1.67 2.31  -0.62
H -5.77 1.18 0.71  0.42
H -7.19 2.87 1.85  0.44
H -6.14 4.54 3.34  0.44
H -3.69 4.59 3.64  0.45
H -2.26 2.95 2.50  0.36
H -0.99 1.30 2.62  0.34
H 0.22 -0.03 4.30  0.55
H -0.53 -2.32 4.85  0.48
H -2.35 -3.37 3.57  0.51
H -3.51 -2.12 1.78  0.54
C -2.81 -0.49 -2.37  -1.85
C -1.92 -1.55 -1.83  1.07
N -1.01 -1.45 -0.82  1.01
C -0.38 -2.70 -0.72  -0.82
C -0.92 -3.52 -1.64  -0.90
N -1.87 -2.79 -2.32  0.20
C -2.72 -3.36 -3.38  -1.26
N -1.98 -3.73 -4.53  0.69
N -1.88 -5.07 -4.82  -0.55
N -1.37 -5.22 -5.95  -0.49
C -1.10 -3.98 -6.51  0.06
C -0.57 -3.63 -7.75  -0.69
C -0.43 -2.29 -8.03  -0.57
C -0.79 -1.31 -7.09  -0.70
C -1.32 -1.64 -5.86  -0.50
C -1.50 -2.99 -5.59  1.55
H -2.43 0.50 -2.13  0.44
H -3.82 -0.58 -1.99  0.34
H -2.86 -0.56 -3.45  0.44
H 0.41 -2.90 -0.02  0.71
H -0.69 -4.55 -1.88  0.54
H -3.53 -2.67 -3.61  0.65
H -3.15 -4.29 -3.01  0.38
H -0.30 -4.39 -8.47  0.46
H -0.03 -1.97 -8.98  0.40
H -0.64 -0.26 -7.34  0.41
H -1.55 -0.86 -5.13  0.12

The HOMO-LUMO gap comes out at 3.454 eV. The relative energy (zero: lowest compared OMol25 entry of this formula, charge and spin) is 107.2 kJ/mol. The total energy is -78017.412 eV. The molar mass comes out at 566.5 u. Its total charge is +3. The HOMO energy comes out at -15.4 eV. As for the LUMO energy: -11.9 eV.

=====

Here is a structure of composition C27H28N6ORuS from OMol25. Energies are from ωB97M-V/def2-TZVPD.

Each line ends with the Mulliken charge.
Positions of all 64 atoms, in Å:
Ru -0.91 -0.18 0.87  0.69
C -0.95 -2.62 2.60  -0.63
N -1.71 -1.34 2.47  -0.07
C -3.15 -1.58 2.15  -0.95
C -3.22 -1.79 0.67  0.30
N -2.24 -1.32 -0.11  0.28
C -2.58 -1.66 -1.43  0.33
C -1.91 -1.48 -2.64  -0.45
C -2.54 -1.95 -3.77  -0.84
C -3.79 -2.59 -3.72  -0.53
C -4.45 -2.79 -2.53  -1.09
C -3.81 -2.31 -1.39  0.67
N -4.17 -2.38 -0.04  -0.06
C 0.38 -2.43 1.95  -0.24
N 0.56 -1.43 1.09  0.60
C 1.89 -1.51 0.63  0.12
C 2.63 -0.70 -0.23  -0.17
C 3.94 -1.08 -0.46  -0.90
C 4.50 -2.22 0.14  -0.58
C 3.77 -3.01 1.01  -1.08
C 2.46 -2.62 1.23  0.66
N 1.47 -3.17 2.06  -0.07
H -0.86 -2.91 3.65  0.58
H -1.50 -3.41 2.08  0.30
H -1.64 -0.82 3.34  0.33
H -3.55 -2.43 2.71  0.45
H -3.72 -0.69 2.44  0.40
H -0.95 -1.00 -2.69  0.41
H -2.06 -1.83 -4.73  0.45
H -4.23 -2.94 -4.64  0.43
H -5.40 -3.30 -2.48  0.44
H -5.01 -2.79 0.33  0.26
H 2.21 0.17 -0.70  0.40
H 4.55 -0.49 -1.13  0.48
H 5.53 -2.47 -0.07  0.44
H 4.21 -3.88 1.48  0.46
H 1.57 -4.00 2.63  0.27
N -0.29 0.87 -0.77  0.07
C 0.01 1.42 -1.74  -0.02
C 0.39 2.08 -2.93  0.80
C -0.04 3.39 -3.17  -0.36
C 0.33 4.01 -4.34  -0.75
C 1.11 3.34 -5.27  -0.37
C 1.54 2.03 -5.03  -0.81
C 1.18 1.39 -3.87  -0.30
H -0.66 3.90 -2.44  0.48
H 0.00 5.03 -4.54  0.44
H 1.40 3.83 -6.19  0.44
H 2.14 1.52 -5.77  0.44
H 1.50 0.38 -3.67  0.47
O -0.25 1.19 2.17  -0.52
S 0.60 2.49 1.84  0.51
C -0.03 3.69 3.05  -0.63
C 1.10 3.97 4.04  -0.64
C 1.89 2.67 4.17  -0.57
C 2.15 2.22 2.74  -0.64
H -0.87 3.17 3.52  0.27
H -0.40 4.56 2.51  0.43
H 0.69 4.31 4.99  0.35
H 1.74 4.77 3.66  0.33
H 1.32 1.92 4.72  0.26
H 2.84 2.82 4.70  0.43
H 2.43 1.17 2.60  0.32
H 2.88 2.85 2.24  0.46

The HOMO-LUMO gap (alpha / beta) comes out at 7.276 / 6.491 eV. The relative energy (zero: lowest compared OMol25 entry of this formula, charge and spin) is 0.0 kJ/mol. The total energy is -52836.119 eV. The molar mass comes out at 585.7 u. The multiplicity is 2. Its total charge is +3. The HOMO energy (alpha / beta) comes out at -16.8 / -16.9 eV. As for the LUMO energy (alpha / beta): -9.5 / -10.4 eV.

=====

Here is a cluster of 3 separate species, C27H28NO12 in total from OMol25. Energies are from ωB97M-V/def2-TZVPD.

Each line ends with the Mulliken charge.
Positions of all 68 atoms, in Å:
C -5.44 -0.41 6.13  -0.18
C -4.73 -0.60 4.91  -0.61
C -3.80 -1.33 3.73  0.36
C -2.23 -0.90 3.40  -0.23
N -1.37 -1.61 2.33  0.14
C -1.94 -2.78 1.50  0.09
O -1.18 -3.54 0.50  0.01
C -0.26 -2.69 -0.27  -0.04
C -0.29 -3.24 -1.84  0.14
C -1.85 -3.45 -2.41  -0.94
C 0.71 -4.48 -2.15  -0.99
C 0.56 -5.82 -1.23  0.19
C 1.24 -5.67 0.29  -0.77
C -0.96 -6.47 -1.18  -0.88
C -3.53 -3.28 1.73  0.16
O -4.06 -4.40 0.90  -0.53
C -4.47 -2.54 2.85  0.42
C -6.04 -3.05 3.04  0.32
O -6.49 -3.32 4.28  -0.42
O -6.98 -3.20 1.89  -0.40
H -5.88 -0.12 7.19  0.37
H -1.81 0.01 4.05  0.40
H -0.37 -1.29 2.19  0.27
H 0.86 -2.74 0.12  -0.37
H -0.55 -1.55 -0.28  0.57
H 0.12 -2.32 -2.48  0.34
H -2.34 -2.39 -2.58  0.32
H -2.50 -4.13 -1.67  0.11
H -1.81 -4.06 -3.43  0.36
H 0.57 -4.80 -3.27  0.39
H 1.84 -4.12 -2.06  0.28
H 1.23 -6.66 -1.75  0.47
H 1.92 -6.60 0.53  0.32
H 0.35 -5.71 1.09  0.11
H 1.85 -4.68 0.43  0.13
H -1.73 -5.86 -0.54  -0.15
H -1.29 -6.58 -2.32  0.26
H -0.88 -7.59 -0.79  0.40
H -3.38 -5.15 0.99  0.35
H -6.40 -3.10 1.07  0.36
C 3.46 2.01 -0.51  -0.92
C 3.36 3.06 0.32  0.26
C 2.61 2.96 1.60  0.94
O 2.55 3.93 2.35  -0.58
C 1.96 1.68 1.92  -0.88
C 2.06 0.64 1.09  0.36
C 2.83 0.73 -0.18  1.01
O 2.91 -0.25 -0.91  -0.60
O 1.44 -0.57 1.39  -0.51
O 3.95 4.27 0.01  -0.49
H 4.00 2.07 -1.44  0.44
H 1.40 1.63 2.85  0.43
H 1.66 -1.16 0.64  0.07
H 3.73 4.86 0.76  0.33
C 1.41 9.15 -2.80  -0.88
C 2.44 9.14 -3.64  0.36
C 3.63 8.28 -3.40  0.84
O 4.55 8.28 -4.20  -0.59
C 3.65 7.47 -2.17  -0.78
C 2.62 7.48 -1.33  0.17
C 1.42 8.32 -1.59  0.94
O 0.48 8.30 -0.80  -0.62
O 2.64 6.72 -0.17  -0.46
O 2.44 9.93 -4.78  -0.55
H 0.53 9.77 -2.96  0.42
H 4.53 6.86 -2.00  0.48
H 1.78 6.90 0.27  0.33
H 3.29 9.74 -5.23  0.35

The HOMO-LUMO gap comes out at 5.851 eV. The total energy is -54488.151 eV. The molar mass comes out at 558.5 u. Its total charge is +1. The HOMO energy comes out at -11.3 eV. As for the LUMO energy: -5.5 eV.

=====

Here is a structure of composition C27H29As2InN2O3S4SbSe4 from OMol25. Energies are from ωB97M-V/def2-TZVPD.

Each line ends with the Mulliken charge.
Positions of all 73 atoms, in Å:
In -1.25 0.98 1.30  0.74
O 0.62 1.47 0.07  0.13
N 0.53 2.44 -0.75  -0.93
N -0.67 2.72 -1.07  1.48
O -1.69 2.06 -0.62  -0.61
C -0.90 3.77 -2.01  -0.03
C 0.15 4.55 -2.48  -0.40
C -0.11 5.54 -3.42  -0.60
C -1.40 5.75 -3.88  -0.42
C -2.44 4.97 -3.39  -0.70
C -2.20 3.98 -2.45  -0.21
H 1.15 4.39 -2.10  0.48
H 0.70 6.15 -3.78  0.38
H -1.60 6.52 -4.60  0.39
H -3.46 5.14 -3.73  0.38
H -2.98 3.36 -2.04  0.49
S -1.39 2.97 2.86  -0.07
S -3.38 2.71 3.43  -0.19
S -4.32 2.27 1.69  -0.12
S -3.69 0.34 1.27  -0.30
C -2.34 -1.91 4.05  -1.09
As -0.94 -0.58 3.79  0.61
C 0.63 -1.69 4.08  -0.49
C -1.06 0.34 5.51  -1.10
H -2.18 -2.46 4.98  0.40
H -2.34 -2.61 3.21  0.23
H -3.30 -1.40 4.07  0.32
H 1.51 -1.07 4.17  -0.22
H 0.76 -2.35 3.22  0.22
H 0.51 -2.29 4.99  0.50
H -0.97 -0.37 6.33  0.40
H -2.01 0.85 5.56  0.32
H -0.26 1.08 5.56  0.32
O -0.45 -0.98 0.78  -0.29
As 0.27 -1.41 -0.66  0.70
C -0.21 -3.25 -0.92  0.25
C -0.83 -3.92 0.13  -0.33
C -1.18 -5.25 -0.02  -0.70
C -0.91 -5.92 -1.21  -0.44
C -0.29 -5.24 -2.26  -0.70
C 0.06 -3.91 -2.12  -0.31
C 2.17 -1.30 -0.51  0.51
C 2.69 -0.93 0.72  0.26
C 4.07 -0.95 0.90  -0.62
C 4.90 -1.32 -0.15  -0.73
C 4.36 -1.67 -1.39  -0.71
C 2.99 -1.67 -1.57  -0.17
C -0.39 -0.53 -2.23  0.54
C -1.72 -0.79 -2.57  -0.57
C -2.26 -0.17 -3.68  -0.79
C -1.49 0.70 -4.44  -0.50
C -0.17 0.96 -4.09  -0.60
C 0.39 0.34 -2.98  -0.47
H -1.04 -3.38 1.04  0.31
H -1.67 -5.78 0.79  0.43
H -1.18 -6.96 -1.32  0.37
H -0.08 -5.76 -3.19  0.39
H 0.53 -3.39 -2.94  0.29
H 2.04 -0.62 1.52  0.07
H 4.47 -0.66 1.87  0.25
H 5.97 -1.32 -0.01  0.40
H 5.02 -1.94 -2.21  0.39
H 2.58 -1.95 -2.54  0.31
H -2.33 -1.45 -1.97  0.41
H -3.30 -0.34 -3.94  0.41
H -1.92 1.20 -5.30  0.42
H 0.42 1.65 -4.67  0.42
H 1.40 0.57 -2.67  0.35
Se 4.22 -0.43 4.74  -0.63
Sb 3.72 1.88 4.38  0.53
Se 3.73 2.48 1.92  -0.47
Se 4.17 3.62 5.93  -0.59
Se 1.57 2.16 2.99  0.29

The HOMO-LUMO gap comes out at 6.826 eV. The relative energy (zero: lowest compared OMol25 entry of this formula, charge and spin) is 101.8 kJ/mol. The total energy is -475710.074 eV. The molar mass comes out at 1260.1 u. Its total charge is -1. The HOMO energy comes out at -4.9 eV. As for the LUMO energy: 2.0 eV.

=====

Copy entry 2 word for word.
Here is the molecule C27H28N4O5 from OMol25. Energies are from ωB97M-V/def2-TZVPD.

Each line ends with the Mulliken charge.
Positions of all 64 atoms, in Å:
C 6.36 0.49 -1.81  -0.92
O 5.05 0.01 -1.37  -0.45
C 4.00 0.86 -1.57  0.36
C 4.15 2.18 -2.09  -0.72
C 3.05 3.03 -2.21  -1.37
C 1.80 2.55 -1.80  -0.71
C 1.64 1.26 -1.22  0.58
C 2.72 0.39 -1.14  0.46
C 0.25 1.10 -0.85  0.00
C -0.26 0.02 0.11  1.10
C -1.78 -0.11 -0.14  0.09
C -2.62 0.85 0.36  -1.28
N -3.93 0.44 0.30  0.22
C -5.05 1.18 0.83  -0.98
C -3.98 -0.79 -0.33  -0.09
C -5.11 -1.52 -0.66  -1.15
C -4.94 -2.67 -1.42  -0.94
C -3.65 -3.06 -1.84  0.29
O -3.60 -4.16 -2.64  -0.48
C -2.32 -4.64 -3.15  -0.74
C -2.48 -2.33 -1.43  0.69
C -2.64 -1.17 -0.67  0.00
C 0.14 0.21 1.66  1.04
C -0.53 -0.63 2.72  -0.05
O -1.76 -0.62 2.86  -0.60
N 0.21 -1.36 3.65  0.00
C -0.51 -2.23 4.56  -1.12
C 1.60 -1.25 3.85  0.80
O 2.21 -1.90 4.70  -0.65
N 2.21 -0.30 3.02  0.05
C 3.61 -0.01 3.28  -1.04
C 1.56 0.52 2.11  -0.13
O 2.12 1.55 1.73  -0.62
C -0.37 2.26 -1.29  -0.90
N 0.55 3.14 -1.82  0.13
C 0.25 4.48 -2.30  -0.98
H 7.03 -0.35 -1.62  0.26
H 6.36 0.74 -2.90  0.35
H 6.67 1.38 -1.23  0.35
H 5.13 2.52 -2.42  0.39
H 3.14 4.03 -2.60  0.24
H 2.62 -0.61 -0.73  0.48
H 0.30 -0.94 -0.08  0.56
H -2.34 1.78 0.81  0.70
H -5.97 0.64 0.61  0.30
H -4.95 1.30 1.92  0.30
H -5.08 2.18 0.38  0.32
H -6.09 -1.21 -0.36  0.28
H -5.76 -3.27 -1.77  0.44
H -2.59 -5.55 -3.70  0.23
H -1.87 -3.89 -3.83  0.31
H -1.63 -4.87 -2.32  0.29
H -1.46 -2.65 -1.72  0.49
H -0.37 1.18 1.67  0.10
H 0.21 -2.81 5.12  0.39
H -1.12 -1.66 5.25  0.31
H -1.14 -2.90 3.98  0.33
H 3.98 -0.75 3.97  0.39
H 4.16 -0.08 2.35  0.27
H 3.74 0.99 3.70  0.32
H -1.41 2.55 -1.22  0.78
H 1.18 4.98 -2.60  0.29
H -0.43 4.42 -3.17  0.32
H -0.25 5.07 -1.52  0.32

The HOMO-LUMO gap comes out at 7.662 eV. The relative energy (zero: lowest compared OMol25 entry of this formula, charge and spin) is 356.5 kJ/mol. The total energy is -44650.957 eV. The molar mass comes out at 488.5 u. Its SMILES is COc1ccc2c(c1)c(C(c1cn(C)c3ccc(OC)cc13)C1C(=O)N(C)C(=O)N(C)C1=O)cn2C. The HOMO energy comes out at -7.3 eV. As for the LUMO energy: 0.4 eV.

=====

Question: What is the formula in the third record?
Answer: C27H28N5O4STi

=====

Question: Which formula does entry 2 have?
Answer: C27H28N4O5